C44H122N10O14 | ωB97M-V/def2-TZVPD

Properties
- HOMO-LUMO gap (eV) = 9.18
- lowest unoccupied orbital energy (eV) = 0.5
- energy (hartree) = -3350.4916
- energy relative to the best compared isomer or geometry (same formula, charge and spin) (kcal/mol) = 0.0
- highest occupied orbital energy (eV) = -8.712
- charge = 0
- multiplicity = 1

Each line ends with the Löwdin charge.
Geometry (Å):
C: 5.82004 -1.16810 -0.21399  -0.06
C: 6.57497 -1.57145 1.00697  -0.47
C: 5.84123 -1.24525 2.33119  -0.04
O: 6.66532 -3.00555 1.04705  -0.06
H: 4.78903 -1.45621 -0.13102  0.05
H: 6.31694 -1.70787 -1.03448  0.08
H: 5.84694 -0.08690 -0.39853  0.08
H: 7.56555 -1.13646 0.93124  0.13
H: 4.79921 -1.59310 2.26957  0.06
H: 5.93223 -0.18272 2.55286  0.07
H: 6.22120 -1.76157 3.20065  0.07
H: 7.36099 -3.25063 0.43876  0.08
C: 1.18101 -4.19631 3.61550  -0.06
C: 2.34880 -3.38006 3.00936  -0.52
C: 3.29155 -4.38143 2.40269  -0.06
O: 2.00014 -2.44149 2.01363  -0.09
H: 0.71214 -4.82484 2.83839  0.07
H: 0.40209 -3.49231 3.95475  0.06
H: 1.47148 -4.82381 4.48018  0.09
H: 2.81536 -2.83526 3.85048  0.13
H: 4.20568 -3.93278 2.00888  0.06
H: 2.77395 -4.93622 1.58442  0.08
H: 3.55216 -5.18060 3.12352  0.09
H: 1.57669 -1.65833 2.43547  0.05
C: 1.85276 6.12767 0.17578  -0.07
C: 0.74793 6.26566 -0.84410  -0.46
C: 1.08946 5.58140 -2.13373  -0.06
O: -0.43827 5.70689 -0.15436  -0.09
H: 2.78390 6.62089 -0.13991  0.09
H: 2.06773 5.06294 0.31202  0.06
H: 1.59968 6.55328 1.15119  0.09
H: 0.54090 7.33522 -1.08022  0.14
H: 1.90581 6.09824 -2.61176  0.08
H: 0.24966 5.54742 -2.83103  0.09
H: 1.38061 4.54186 -1.96207  0.08
H: -0.88025 5.11830 -0.79488  0.07
C: -3.00144 1.16095 -5.00913  -0.06
C: -1.90444 1.91342 -4.29046  -0.51
C: -0.93937 2.47299 -5.29661  -0.07
O: -2.42887 3.06829 -3.63737  -0.06
H: -2.59310 0.35432 -5.63228  0.08
H: -3.54852 1.82194 -5.69401  0.09
H: -3.66060 0.63632 -4.33031  0.06
H: -1.40516 1.22545 -3.59963  0.12
H: -1.48197 3.20215 -5.88290  0.08
H: -0.57765 1.71197 -6.01813  0.09
H: -0.07400 2.95796 -4.84074  0.07
H: -2.93036 2.84582 -2.82223  0.06
C: 5.28459 3.89255 -0.31304  -0.05
C: 5.25162 4.40390 1.13754  -0.48
C: 4.34555 3.61131 2.09615  -0.05
O: 6.58357 4.31774 1.68036  -0.07
H: 5.95963 4.49365 -0.94806  0.08
H: 4.27096 3.94184 -0.71076  0.07
H: 5.66124 2.86620 -0.25916  0.08
H: 4.90224 5.41546 1.15803  0.11
H: 4.58984 2.55146 2.11462  0.07
H: 3.28369 3.77282 1.84872  0.06
H: 4.42007 4.04592 3.08954  0.08
H: 7.16646 4.62600 0.95429  0.09
C: -5.46857 -3.76597 -2.83768  -0.05
C: -4.82850 -2.44583 -2.47879  -0.52
C: -3.35609 -2.37594 -2.85389  -0.03
O: -5.48645 -1.38093 -3.10614  -0.04
H: -4.98510 -4.66473 -2.44786  0.07
H: -5.38035 -3.85648 -3.94173  0.10
H: -6.50214 -3.74190 -2.51919  0.08
H: -4.98311 -2.25215 -1.40824  0.12
H: -3.22148 -2.40415 -3.93234  0.09
H: -2.80775 -3.18690 -2.37690  0.08
H: -3.02647 -1.37535 -2.58038  0.05
H: -6.42377 -1.52960 -3.17717  0.09
C: 7.06512 -0.07685 -4.40323  -0.08
C: 5.64454 0.13312 -4.79438  -0.46
C: 4.94238 1.00154 -3.68246  -0.21
O: 3.65072 1.32412 -4.01077  -0.17
C: 2.68382 0.30890 -3.99094  -0.10
N: 5.57788 0.62397 -6.15104  0.05
H: 7.10546 -0.53230 -3.42100  0.06
H: 7.68592 0.81416 -4.46518  0.08
H: 7.55919 -0.77954 -5.09669  0.09
H: 5.06346 -0.80212 -4.77987  0.13
H: 5.55261 1.87290 -3.58579  0.12
H: 4.97724 0.38265 -2.77536  0.11
H: 2.96994 -0.57863 -4.52996  0.07
H: 1.78285 0.69605 -4.41552  0.08
H: 2.41093 0.00678 -2.96644  0.07
H: 4.65180 0.96864 -6.35235  0.07
H: 6.25133 1.34245 -6.40508  0.08
C: -5.19499 5.25992 -1.94427  -0.05
C: -5.13291 4.76149 -0.49959  -0.43
C: -4.26536 3.54177 -0.41506  -0.22
O: -4.44239 2.70555 -1.55445  -0.24
C: -5.60093 1.89956 -1.43238  -0.07
N: -4.77005 5.91130 0.37553  0.04
H: -5.63657 4.55339 -2.63800  0.07
H: -4.19730 5.48387 -2.36033  0.09
H: -5.80879 6.17228 -1.92967  0.08
H: -6.13676 4.51314 -0.14110  0.14
H: -4.44023 2.99759 0.54576  0.13
H: -3.19366 3.81631 -0.37226  0.11
H: -5.58319 1.52105 -0.41890  0.07
H: -5.54083 1.04928 -2.10744  0.08
H: -6.54665 2.43170 -1.55608  0.09
H: -3.78621 6.16707 0.43440  0.07
H: -5.23309 5.84021 1.27804  0.06
C: -4.25402 -5.58107 0.64053  -0.04
C: -3.73339 -4.50166 1.58510  -0.42
C: -2.19356 -4.62411 1.73470  -0.20
O: -1.71097 -5.87842 2.15919  -0.19
C: -1.96904 -6.14446 3.48959  -0.14
N: -4.23698 -3.19441 1.20070  0.05
H: -5.33549 -5.61702 0.64159  0.08
H: -3.81631 -6.53423 0.90827  0.08
H: -3.97704 -5.37592 -0.41650  0.06
H: -4.10776 -4.67428 2.60221  0.13
H: -1.86574 -3.87519 2.47088  0.11
H: -1.74584 -4.40576 0.73450  0.12
H: -1.59798 -5.35829 4.14193  0.08
H: -1.43120 -7.03892 3.79930  0.09
H: -3.01581 -6.31673 3.75508  0.09
H: -4.27048 -3.12910 0.19983  0.04
H: -3.47796 -2.57192 1.53425  0.08
C: 1.35425 -3.22790 -3.54311  -0.03
C: 1.39741 -3.07673 -2.02034  -0.46
C: 0.99940 -4.33921 -1.28960  -0.21
O: -0.36998 -4.60538 -1.55095  -0.21
C: -0.71787 -5.93863 -1.21094  -0.11
N: 2.70117 -2.54940 -1.60425  0.05
H: 0.31547 -3.53162 -3.71509  0.08
H: 2.05611 -4.02557 -3.85853  0.09
H: 1.59846 -2.31023 -4.05477  0.05
H: 0.72857 -2.25447 -1.79359  0.10
H: 1.12394 -4.10668 -0.21091  0.12
H: 1.72637 -5.15093 -1.53690  0.14
H: -1.82075 -5.92545 -1.20694  0.08
H: -0.38210 -6.21124 -0.17596  0.10
H: -0.32350 -6.68319 -1.93503  0.10
H: 3.38480 -3.21306 -1.99137  0.08
H: 2.79464 -2.63330 -0.58008  0.05
C: 2.67929 1.02861 3.90698  -0.05
C: 1.89373 0.19787 4.89123  -0.43
C: 1.23386 0.97867 6.05050  -0.23
O: 0.20665 1.81138 5.56845  -0.19
C: -0.61308 2.30596 6.67783  -0.07
N: 0.94286 -0.64968 4.21259  0.07
H: 3.43150 1.59111 4.46472  0.08
H: 2.01652 1.69354 3.34694  0.09
H: 3.23127 0.34830 3.28146  0.06
H: 2.52149 -0.42102 5.53843  0.14
H: 1.97285 1.64589 6.47564  0.12
H: 0.89232 0.20882 6.79055  0.13
H: -1.30936 2.98608 6.21009  0.06
H: -0.04127 2.84282 7.47028  0.09
H: -1.19023 1.51058 7.15873  0.09
H: 0.56950 -1.37554 4.82218  0.09
H: 0.09061 -0.16687 3.97017  0.07
C: -2.27744 0.11563 -0.50087  -0.05
C: -1.09674 -0.68597 -0.08972  -0.42
C: 0.21653 -0.15935 -0.42237  -0.23
O: 0.46365 1.03782 0.29001  -0.17
C: 1.78829 1.44429 0.10933  -0.10
N: -1.28858 -1.10062 1.36157  0.09
H: -2.38810 1.08726 -0.06569  0.06
H: -3.14838 -0.52372 -0.23817  0.09
H: -2.29512 0.28526 -1.56171  0.06
H: -1.13818 -1.61238 -0.67696  0.12
H: 0.33671 0.03225 -1.51046  0.13
H: 0.98851 -0.93505 -0.21935  0.11
H: 2.00049 2.37489 0.60199  0.06
H: 1.98353 1.65526 -0.93996  0.09
H: 2.49835 0.70245 0.49905  0.10
H: -1.37690 -0.20224 1.86083  0.04
H: -0.39310 -1.49989 1.65738  0.05
C: -7.33696 -1.22776 2.66575  -0.64
O: -8.52068 -1.05304 2.91945  0.01
N: -6.54405 -0.08403 2.20829  0.10
N: -6.60037 -2.35881 2.81808  0.15
H: -7.13762 0.74217 2.25167  0.08
H: -5.64399 -0.00029 2.69171  0.08
H: -7.02666 -3.14269 3.25941  0.09
H: -5.78178 -2.53697 2.21705  0.05
C: -2.04088 2.72385 2.86759  -0.59
O: -2.10419 1.50152 3.07984  -0.01
N: -2.68737 3.63802 3.71761  0.14
N: -1.43315 3.23026 1.71210  0.17
H: -2.64446 4.63756 3.60912  0.09
H: -3.20281 3.22982 4.47856  0.09
H: -1.23165 4.20153 1.58187  0.06
H: -1.02635 2.57859 1.05067  0.07

=====

C44H123N11O12 | ωB97M-V/def2-TZVPD

Properties
- HOMO-LUMO gap (eV) = 9.20
- lowest unoccupied orbital energy (eV) = 0.5
- energy (hartree) = -3255.0830
- energy relative to the best compared isomer or geometry (same formula, charge and spin) (kcal/mol) = 74.8
- highest occupied orbital energy (eV) = -8.652
- charge = 0
- SMILES = COC[C@H](C)N.COC[C@H](C)N.COC[C@H](C)N.COC[C@H](C)N.COC[C@H](C)N.COC[C@H](C)N.COC[C@H](C)N.COC[C@H](C)N.COC[C@H](C)N.COC[C@H](C)N.COC[C@H](C)N.O
- multiplicity = 1

Each line ends with the Löwdin charge.
Geometry (Å):
C: -0.67977 -7.79236 0.64905  -0.08
C: 0.62420 -8.00905 -0.02141  -0.40
C: 0.97958 -6.91458 -1.06378  -0.19
O: 1.17258 -5.64694 -0.44033  -0.20
C: 1.08008 -4.61726 -1.39034  -0.08
N: 1.75086 -8.14273 0.94826  0.08
H: -1.43844 -7.36982 -0.07079  0.10
H: -0.65377 -7.03638 1.35570  0.02
H: -0.94395 -8.72954 1.18967  0.10
H: 0.52440 -8.97780 -0.62050  0.16
H: 0.19342 -6.82394 -1.84274  0.11
H: 1.87808 -7.21195 -1.50718  0.10
H: 0.16638 -4.82080 -1.88120  0.04
H: 1.98166 -4.57489 -2.01765  0.09
H: 0.98053 -3.58427 -0.85703  0.11
H: 2.58062 -8.59162 0.56160  0.08
H: 1.98797 -7.27342 1.29523  -0.01
C: 0.04309 6.97758 1.43674  -0.05
C: -0.02792 7.53775 2.90437  -0.40
C: 0.68153 6.63122 3.91510  -0.24
O: 0.18380 5.32826 3.81551  -0.22
C: 0.94137 4.41441 4.53255  -0.12
N: 0.41412 8.97596 3.07899  0.02
H: 0.95086 7.33113 0.94826  0.06
H: -0.87377 7.26408 0.82071  0.10
H: 0.12376 5.88407 1.48417  0.04
H: -1.05686 7.45470 3.17458  0.11
H: 0.46727 7.16282 4.85305  0.12
H: 1.81982 6.65657 3.81164  0.15
H: 0.94492 4.73426 5.59029  0.09
H: 2.04634 4.37640 4.29011  0.10
H: 0.33955 3.52379 4.42002  0.08
H: 1.16059 9.26798 2.40146  0.08
H: -0.36321 9.62314 2.84707  0.07
C: 2.98698 -1.46209 -2.06163  -0.01
C: 3.81020 -2.09846 -0.88504  -0.46
C: 4.87413 -2.92503 -1.41968  -0.27
O: 4.41792 -3.90394 -2.31254  -0.21
C: 5.35766 -4.91954 -2.60124  -0.10
N: 4.46213 -1.20101 0.02103  0.07
H: 3.24715 -0.37685 -2.21263  0.07
H: 1.95985 -1.32317 -1.70436  0.06
H: 3.09430 -2.03050 -3.00974  0.09
H: 3.18396 -2.75166 -0.31102  0.09
H: 5.42586 -3.50860 -0.63536  0.12
H: 5.63305 -2.19372 -1.78412  0.14
H: 5.87220 -5.24750 -1.72767  0.07
H: 6.10198 -4.59891 -3.36754  0.09
H: 4.75646 -5.77189 -3.04656  0.10
H: 4.18950 -0.22599 0.08297  0.06
H: 4.61385 -1.66166 0.89912  0.07
C: -4.75275 2.80042 2.41624  -0.05
C: -3.77827 3.94882 2.78024  -0.39
C: -4.38747 4.98394 3.76475  -0.19
O: -4.59087 4.36750 5.03741  -0.21
C: -5.05951 5.23447 6.05224  -0.10
N: -2.52221 3.40328 3.34459  0.06
H: -5.18276 2.25049 3.27085  0.08
H: -4.34031 2.15033 1.67270  0.04
H: -5.61457 3.30623 1.89702  0.09
H: -3.58777 4.49792 1.87565  0.12
H: -5.31509 5.50397 3.48804  0.12
H: -3.62614 5.82776 3.94540  0.13
H: -4.37969 6.05740 6.21208  0.08
H: -5.17817 4.56304 6.90122  0.09
H: -6.01625 5.61995 5.84947  0.06
H: -1.81187 4.11048 3.26531  0.05
H: -2.66943 3.12862 4.27634  0.05
C: -3.22312 -6.81669 4.52146  -0.05
C: -3.91868 -6.15455 3.29761  -0.44
C: -2.93899 -5.03413 2.86719  -0.21
O: -3.35374 -4.40679 1.66823  -0.18
C: -2.39527 -3.50191 1.15254  -0.10
N: -4.31060 -6.97114 2.23763  0.05
H: -3.26377 -6.29857 5.43686  0.06
H: -2.13695 -7.02899 4.30366  0.07
H: -3.54085 -7.82240 4.74924  0.07
H: -4.78005 -5.65093 3.67936  0.13
H: -1.92017 -5.45495 2.68114  0.10
H: -2.83378 -4.23266 3.61971  0.13
H: -2.51280 -2.44717 1.43656  0.09
H: -2.43939 -3.53431 0.08269  0.05
H: -1.40222 -3.76467 1.42516  0.06
H: -4.95111 -6.54818 1.53438  0.10
H: -3.65974 -7.53334 1.74530  0.06
C: -0.01516 3.32766 0.06811  -0.01
C: -0.56976 1.84473 -0.00675  -0.41
C: 0.43237 1.05355 0.74515  -0.23
O: 0.12504 -0.30984 0.66363  -0.20
C: 0.70453 -1.03646 1.74878  -0.10
N: -1.92532 1.74382 0.47447  0.07
H: 0.11860 3.60879 1.11178  0.07
H: -0.74102 3.93790 -0.44339  0.06
H: 0.91729 3.33868 -0.51101  0.04
H: -0.52913 1.49912 -1.04207  0.11
H: 0.38769 1.32444 1.82815  0.14
H: 1.45303 1.13734 0.34242  0.12
H: 0.12626 -0.95816 2.68468  0.09
H: 1.66831 -0.61546 2.02203  0.07
H: 0.84974 -2.12753 1.51268  0.08
H: -2.09037 0.76275 0.67982  0.08
H: -1.99868 2.22149 1.39815  0.06
C: -3.47110 5.84609 -1.48480  -0.05
C: -3.09778 5.78749 -2.99628  -0.43
C: -1.60290 5.42580 -3.16347  -0.18
O: -0.75042 6.28936 -2.39815  -0.20
C: 0.57807 5.92487 -2.35280  -0.14
N: -3.83235 4.87955 -3.83944  0.03
H: -4.15805 4.97020 -1.35141  0.07
H: -3.98299 6.78255 -1.18789  0.07
H: -2.48923 5.67296 -0.96161  0.06
H: -3.25668 6.76916 -3.36090  0.12
H: -1.42424 5.53751 -4.22171  0.12
H: -1.37283 4.43224 -2.85583  0.09
H: 0.86097 4.95916 -1.97797  0.03
H: 1.05887 6.73817 -1.75260  0.10
H: 0.98407 6.01594 -3.36661  0.09
H: -4.80813 5.17502 -3.90140  0.08
H: -3.82956 3.88282 -3.51013  0.07
C: 3.86726 -5.00868 2.02354  -0.05
C: 2.72317 -4.12432 2.37682  -0.47
C: 1.55525 -5.00283 2.83011  -0.18
O: 1.93861 -5.86206 3.93609  -0.20
C: 0.95911 -6.79528 4.39895  -0.10
N: 3.10331 -3.04809 3.30181  0.06
H: 3.48518 -5.68161 1.20989  0.08
H: 4.14151 -5.58690 2.91459  0.09
H: 4.67813 -4.32056 1.57768  0.10
H: 2.36123 -3.62093 1.48652  0.09
H: 1.37096 -5.64833 1.97060  0.08
H: 0.68232 -4.35146 3.00919  0.12
H: 0.66586 -7.55772 3.63698  0.08
H: 0.00190 -6.34526 4.69285  0.06
H: 1.43720 -7.28470 5.28981  0.10
H: 2.35078 -2.46231 3.51718  0.02
H: 3.35367 -3.47476 4.22322  0.10
C: 3.23986 0.37221 -6.02664  -0.04
C: 2.15511 1.46618 -5.98390  -0.44
C: 1.01156 1.10690 -5.07413  -0.19
O: 0.05405 2.20820 -5.15320  -0.22
C: -1.12933 2.08215 -4.35475  -0.08
N: 2.76545 2.73437 -5.55599  0.03
H: 4.07933 0.76757 -6.58417  0.07
H: 2.90368 -0.54573 -6.47006  0.07
H: 3.55316 0.10682 -5.05919  0.05
H: 1.70442 1.66423 -7.00002  0.15
H: 1.34556 1.00839 -4.06637  0.09
H: 0.64098 0.13963 -5.45599  0.13
H: -1.82299 2.91143 -4.58709  0.08
H: -0.82334 2.14283 -3.28752  0.07
H: -1.62795 1.15239 -4.67761  0.09
H: 3.35854 3.07817 -6.28924  0.06
H: 1.93383 3.37641 -5.54119  0.09
C: -1.62106 -1.28170 -1.70509  -0.05
C: -2.71634 -1.55730 -2.67208  -0.40
C: -3.00535 -3.14179 -2.75858  -0.22
O: -1.81401 -3.83754 -3.01760  -0.19
C: -2.09609 -5.27477 -3.22725  -0.06
N: -3.94783 -0.79062 -2.43616  0.02
H: -1.25977 -0.26672 -1.73164  0.05
H: -0.71731 -1.89232 -1.90794  0.09
H: -2.11385 -1.52382 -0.74902  0.07
H: -2.41626 -1.22501 -3.69000  0.14
H: -3.80557 -3.25397 -3.45161  0.10
H: -3.54265 -3.47132 -1.82353  0.12
H: -2.81439 -5.35861 -3.98127  0.06
H: -2.58548 -5.76450 -2.34903  0.10
H: -1.15942 -5.72158 -3.50122  0.07
H: -4.69600 -1.03568 -3.12302  0.11
H: -4.38674 -1.02545 -1.54531  0.09
C: 2.57748 2.67329 -2.26128  -0.09
C: 3.32499 3.74625 -1.58075  -0.41
C: 4.46111 3.06461 -0.82566  -0.16
O: 3.83797 2.30884 0.23897  -0.25
C: 3.64794 3.08038 1.39068  -0.11
N: 3.89517 4.70950 -2.56276  0.08
H: 3.12549 2.19762 -3.08712  0.07
H: 1.59722 3.00248 -2.70498  0.09
H: 2.38483 1.86431 -1.58380  0.05
H: 2.69750 4.35857 -0.87648  0.13
H: 5.22557 3.65979 -0.26792  0.13
H: 4.91177 2.30903 -1.38833  0.11
H: 2.71438 3.65710 1.30288  0.07
H: 4.53601 3.81331 1.42129  0.11
H: 3.63518 2.42708 2.21890  0.07
H: 4.15595 4.33020 -3.40905  0.02
H: 4.72603 5.14482 -2.22799  0.06
O: -3.60851 2.06709 -1.88253  -0.09
H: -3.25979 2.06901 -1.01513  -0.05
H: -3.79721 1.12197 -2.07443  -0.01